1.
38
Properties=species:S:1:pos:R:3:forces:R:3 method="wB97M-V/def2-TZVPD" total_energy_ev=-39935.2478 de_lowest_kcal_mol=38.1 e_lumo_ha="-0.00805 / -0.00809"
Pt 0.01942 0.69449 -0.87790 -2.8 -0.6 -0.3
C -1.32073 -0.43200 3.23373 0.0 0.0 0.0
C -1.41199 0.38038 2.09977 -0.1 0.0 0.0
N -0.49996 0.01731 1.20910 0.5 0.4 -0.7
N 0.19148 -1.00915 1.72957 0.0 -0.2 0.2
C -0.28521 -1.29959 2.95158 -0.1 0.0 0.0
B 1.37516 -1.65796 0.98692 0.1 0.5 -0.3
N 0.87556 -2.21744 -0.36247 -0.1 -0.3 0.1
C 1.16611 -3.38408 -0.95866 -0.1 0.0 -0.1
C 0.58467 -3.39094 -2.21210 0.0 0.0 0.0
C -0.05333 -2.15299 -2.31046 -0.1 -0.3 0.0
N 0.11106 -1.47500 -1.17960 0.5 1.0 -0.4
N 2.41886 -0.56056 0.66682 0.2 -0.4 0.2
C 3.72381 -0.53369 0.99003 0.1 0.2 0.1
C 4.29822 0.55622 0.36832 0.1 0.0 0.0
C 3.24693 1.14303 -0.34552 0.1 -0.2 0.2
N 2.12678 0.45700 -0.15334 0.9 0.3 0.0
H -1.92234 -0.38871 4.12433 0.0 0.0 0.0
H -2.08549 1.19477 1.88740 0.0 0.0 0.0
H 0.13278 -2.10116 3.53731 0.1 0.0 -0.1
H 1.87244 -2.51895 1.64631 0.0 -0.1 0.1
H 1.76086 -4.13240 -0.46168 0.0 0.1 0.1
H 0.62169 -4.17184 -2.95131 0.0 0.0 0.0
H -0.63141 -1.73926 -3.11986 0.0 0.1 0.0
H 4.15003 -1.27504 1.64536 0.0 0.0 0.0
H 5.32594 0.87232 0.41296 0.0 0.0 0.0
H 3.25663 2.01303 -0.98082 -0.1 0.0 0.0
S -0.55330 1.35250 -3.15416 0.6 -0.4 1.2
C -1.67216 1.91487 -1.93611 -0.1 0.3 -0.3
C -3.07323 1.78964 -2.03541 -0.3 0.1 0.2
C -3.85511 2.41211 -1.09427 0.1 -0.2 -0.3
C -3.25718 3.11296 -0.03850 0.3 0.1 0.1
C -1.88313 3.12750 0.04015 -0.4 0.1 0.4
N -1.10158 2.58271 -0.89941 0.7 -0.5 -0.5
H -3.49683 1.21305 -2.84452 0.0 0.0 0.0
H -4.93374 2.35649 -1.17236 0.0 0.0 0.0
H -3.85202 3.63153 0.69974 0.0 0.0 0.0
H -1.36967 3.61885 0.85909 0.0 -0.1 0.0

2.
87
Properties=species:S:1:pos:R:3:forces:R:3 method="wB97M-V/def2-TZVPD" total_energy_ev=-83157.8807 charge=+1 e_lumo_ha=-0.11011
C -3.33380 -0.34498 -0.23403 -0.1 0.8 0.0
C -3.36040 -1.12811 1.03492 1.8 3.8 -0.4
O -3.89268 -2.12921 1.12569 -2.7 -5.0 0.6
O -2.66751 -0.63219 2.14827 0.9 0.7 -0.3
C -1.30735 -1.05918 1.98727 -0.3 -0.5 0.2
C -0.44959 -0.57138 3.12853 -0.6 0.2 -0.4
C -0.49373 0.91925 3.38986 1.1 -0.5 0.9
N 0.18666 1.80445 2.36562 -1.1 -0.6 0.0
C 1.53196 1.33192 1.92081 0.9 -0.2 -0.3
C 1.59212 0.78806 0.51086 0.1 0.8 0.0
O 1.10482 1.80349 -0.35391 -0.5 -0.5 0.4
C -0.29343 1.81504 -0.17961 -0.1 0.3 -0.3
C -0.78170 2.12341 1.24653 0.1 0.3 -0.7
H -2.42325 -0.49255 -0.79886 0.3 -0.2 0.0
H -3.45723 0.72553 -0.09384 0.0 0.1 0.2
H -4.15104 -0.69639 -0.83962 -0.2 -0.1 -0.3
H -0.95191 -0.78203 0.99492 0.2 0.2 0.0
H -1.29941 -2.14680 2.02211 0.1 -0.2 -0.1
H 0.54611 -0.97889 3.00751 0.3 0.1 0.0
H -0.84458 -1.03426 4.02490 -0.1 0.0 0.3
H 0.03982 1.08996 4.31967 0.2 0.1 0.1
H -1.50028 1.25434 3.57693 -0.4 0.3 -0.4
H 0.34825 2.67802 2.85330 0.0 0.1 0.0
H 2.18118 2.19520 1.93474 0.1 0.3 0.0
H 1.98297 0.61972 2.59801 -0.4 -0.1 0.5
H 2.63241 0.63596 0.27990 0.3 -0.1 0.0
H 1.07789 -0.15804 0.35986 -0.2 -0.1 0.0
H -0.71717 0.87463 -0.52580 0.0 -0.2 0.0
H -0.69306 2.58127 -0.82798 -0.1 0.2 -0.2
H -1.04243 3.16789 1.32574 0.2 0.4 0.1
H -1.70785 1.58891 1.39169 -0.1 -0.4 0.4
C 3.41325 1.91603 -2.49654 0.3 0.3 -0.2
C 2.73997 1.07413 -3.55906 -0.1 -0.2 0.6
O 2.70131 1.76487 -4.81603 0.0 0.0 -0.3
C 3.80867 1.69477 -5.55253 -0.2 -0.2 0.5
O 4.81247 1.11964 -5.25648 0.1 0.1 -0.2
C 3.59625 2.43657 -6.88043 0.0 0.4 -0.6
F 2.98374 3.61602 -6.68829 0.1 -0.3 0.0
F 2.82991 1.70139 -7.70376 0.1 0.1 0.2
F 4.75811 2.66745 -7.48853 -0.2 -0.1 0.2
H 2.92793 2.88869 -2.41466 -0.1 -0.1 0.1
H 3.36744 1.41720 -1.53211 0.0 0.0 0.0
H 4.45988 2.09617 -2.74251 0.0 -0.1 0.0
H 1.70177 0.88669 -3.28740 -0.1 0.1 -0.2
H 3.22747 0.10613 -3.67227 0.1 0.1 -0.2
C 7.77989 -1.76375 -1.89388 -0.3 -0.2 0.1
C 7.54059 -0.67275 -0.87344 0.6 0.0 -0.4
O 6.20559 -0.75971 -0.32487 -0.3 0.1 0.3
C 6.03134 -1.62744 0.66241 0.6 0.3 -0.4
O 6.85551 -2.34132 1.14356 -0.3 -0.1 0.2
C 4.57644 -1.55479 1.14822 -0.6 -0.2 0.2
F 3.70612 -1.50346 0.11986 0.2 0.0 0.1
F 4.36963 -0.44140 1.89513 0.1 -0.1 -0.2
F 4.25036 -2.59975 1.90008 0.2 0.2 -0.1
H 7.01471 -1.73499 -2.67039 0.1 0.1 -0.1
H 8.75722 -1.64047 -2.35757 0.0 0.0 0.0
H 7.73858 -2.75002 -1.43168 0.1 0.0 0.0
H 7.60475 0.30519 -1.34546 -0.3 0.0 0.1
H 8.27902 -0.69942 -0.07367 -0.2 -0.1 0.1
C -4.53731 -1.81557 4.83847 0.3 0.2 0.1
C -4.83849 -2.70727 6.02252 -0.4 0.0 -0.4
O -3.67985 -2.83196 6.86909 0.2 -0.1 0.3
C -3.47777 -1.84603 7.73501 -0.5 -0.2 -0.4
O -4.15899 -0.87408 7.87195 0.2 0.1 0.2
C -2.23344 -2.15029 8.58228 0.6 -0.1 0.4
F -1.22050 -2.60410 7.81871 -0.2 0.1 0.1
F -2.50874 -3.08658 9.50050 0.0 0.2 -0.2
F -1.80737 -1.05692 9.21674 -0.2 -0.1 -0.2
H -3.66369 -2.18115 4.29805 -0.1 -0.1 -0.1
H -5.38481 -1.78475 4.15510 0.0 0.0 0.0
H -4.31657 -0.79722 5.16193 -0.1 0.0 0.0
H -5.07594 -3.71430 5.68686 0.2 -0.1 0.1
H -5.69203 -2.34485 6.59330 0.1 0.1 0.2
C -6.46924 1.23499 -5.40404 0.2 0.2 0.2
C -5.52700 0.15320 -5.88545 -0.7 0.0 -0.2
O -4.15450 0.49282 -5.58975 0.3 0.0 0.1
C -3.73032 0.22286 -4.37146 -0.6 -0.1 -0.3
O -4.36678 -0.27112 -3.48452 0.3 0.1 0.2
C -2.24527 0.60076 -4.24653 0.6 0.2 -0.1
F -1.98834 1.79475 -4.78990 -0.1 -0.2 0.2
F -1.47358 -0.30888 -4.85777 -0.2 0.1 0.2
F -1.86796 0.65241 -2.95300 -0.1 0.0 -0.2
H -6.18598 2.20151 -5.82170 -0.1 0.0 -0.1
H -7.49125 1.00747 -5.70297 0.0 0.0 0.0
H -6.43924 1.32787 -4.31828 -0.1 -0.1 0.0
H -5.58292 0.05912 -6.96731 0.3 0.1 0.0
H -5.77582 -0.81744 -5.45948 0.2 0.0 0.2

3.
56
Properties=species:S:1:pos:R:3:forces:R:3 method="wB97M-V/def2-TZVPD" total_energy_ev=-65304.5185 smiles="O=C1C=C(CCc2ccccc2)C(=O)c2ccccc21.O=S1(=O)OCCO1.O=S1(=O)OCCO1" de_lowest_kcal_mol=232.2 e_lumo_ha=-0.04858
O 3.07832 -0.96428 3.87057 -2.1 0.9 -3.7
C 2.41044 -0.71645 2.84056 0.5 -0.2 1.0
C 1.78913 0.73299 2.49302 -2.6 -1.5 -1.4
C 0.49899 0.74591 1.86930 1.6 0.7 1.2
C -0.24191 2.10399 1.41187 -0.1 -1.4 -1.0
C -0.15441 2.09862 -0.21946 0.8 -0.3 -0.7
C 1.36088 2.34926 -0.76730 2.3 0.9 -1.2
C 1.79011 3.78107 -1.27814 2.8 -2.1 -0.3
C 3.21815 4.04942 -1.85107 -0.4 -3.4 1.1
C 4.28772 2.89818 -1.94331 -4.4 -0.5 1.7
C 3.82804 1.50405 -1.41873 -1.6 2.2 -0.2
C 2.40761 1.20240 -0.84167 1.2 3.6 -1.5
C -0.30393 -0.61849 1.53908 -1.0 -0.6 0.3
O -1.55307 -0.72732 1.67286 4.4 0.5 -0.7
C 0.64161 -1.83624 1.06350 1.5 -0.9 -0.1
C 0.17441 -2.86140 0.00821 3.3 0.0 1.5
C 1.15922 -3.97364 -0.42764 1.0 3.3 3.0
C 2.58557 -3.97986 0.23310 -2.1 1.7 0.5
C 3.04554 -2.97321 1.31565 -3.4 0.6 -1.2
C 2.05654 -1.86040 1.75388 -1.1 -2.1 -2.5
H 2.36043 1.69332 2.72526 -0.9 -1.6 -0.2
H 0.23377 3.04390 1.84958 -0.6 -1.4 -0.5
H -1.37120 2.03982 1.64670 1.9 0.1 0.0
H -0.45529 1.04868 -0.60698 0.5 1.6 0.8
H -0.92766 2.82089 -0.70021 1.7 -1.1 1.1
H 1.08313 4.68809 -1.25668 1.2 -1.9 0.1
H 3.54118 5.09549 -2.20505 -0.8 -1.8 0.6
H 5.33073 3.10488 -2.37923 -1.9 -0.5 0.8
H 4.56337 0.63038 -1.49083 -1.2 1.4 0.2
H 2.19681 0.11878 -0.52449 0.2 2.0 -0.5
H -0.88455 -2.74924 -0.43112 2.0 -0.3 0.8
H 0.82410 -4.71851 -1.21682 0.8 1.0 1.3
H 3.30981 -4.78473 -0.12444 -1.1 1.3 0.7
H 4.09631 -2.99016 1.78097 -1.9 -0.1 -0.9
C -3.92470 4.97217 -3.64137 -0.3 -0.2 -0.6
C -3.54489 3.52127 -3.38263 -0.5 0.0 0.4
O -2.12092 3.48879 -3.48242 0.3 0.8 -0.1
S -1.52274 4.90794 -2.97259 -0.1 0.0 -0.3
O -1.11138 4.75617 -1.60560 -0.4 0.6 -1.1
O -0.65848 5.42665 -3.98725 -0.4 -0.5 1.0
O -2.91003 5.74760 -3.00175 0.6 -0.6 0.4
H -3.90546 5.20086 -4.71058 0.0 0.0 0.1
H -4.90603 5.22034 -3.23558 0.2 0.1 0.1
H -3.99672 2.83838 -4.10198 0.3 0.0 0.0
H -3.82023 3.21542 -2.36889 -0.1 0.0 -0.1
C -1.42831 -4.51610 2.39200 -0.3 0.6 0.0
C -2.53110 -4.75861 3.41034 0.5 0.1 0.5
O -3.35881 -5.76550 2.82647 0.3 -0.3 -0.8
S -2.43763 -6.74868 1.92133 0.1 0.1 0.2
O -2.11582 -7.90734 2.70028 -0.2 0.7 -0.8
O -3.01221 -6.82836 0.61223 0.3 -0.2 1.0
O -1.12121 -5.80314 1.85309 -0.6 -0.6 0.3
H -1.77848 -3.87972 1.57547 0.0 0.0 0.1
H -0.54097 -4.07058 2.84321 0.0 -0.2 -0.1
H -3.10899 -3.85848 3.61977 -0.1 -0.2 -0.2
H -2.12480 -5.15530 4.34552 0.0 0.1 0.0

4.
43
Properties=species:S:1:pos:R:3:forces:R:3 method="wB97M-V/def2-TZVPD" multiplicity=3 total_energy_ev=-89999.6227 de_lowest_kcal_mol=1.7 e_lumo_ha="-0.00483 / -0.01036"
Ni -0.09099 0.79422 -0.10082 0.1 0.1 0.2
C -2.39176 0.32442 2.69945 0.0 0.0 0.0
C -1.70708 -0.73259 1.85180 0.0 0.0 0.0
N -1.69656 -0.50189 0.37702 0.0 -0.1 0.0
C -3.06364 -0.24340 -0.14007 0.0 0.1 0.1
C -3.42467 1.23190 -0.23017 0.0 -0.1 0.0
C -1.16601 -1.73105 -0.26384 0.0 0.0 0.0
C 0.26718 -2.01516 0.14938 0.0 -0.1 -0.1
N 0.98791 -0.75728 0.11735 -0.1 0.0 0.0
C 2.34895 -0.74369 0.14284 0.1 0.0 0.0
C 2.99306 0.49417 -0.03057 0.0 -0.1 0.0
F 2.19826 1.58390 -0.18450 0.0 0.0 0.0
C 4.35683 0.64557 -0.05294 0.0 0.1 0.0
F 4.87189 1.86891 -0.23338 0.0 0.0 0.0
C 5.19714 -0.44050 0.10277 0.0 0.0 0.0
C 4.59645 -1.66786 0.28662 0.0 0.0 0.0
F 5.36194 -2.75637 0.45357 0.0 0.0 0.0
C 3.22353 -1.83023 0.31158 -0.1 0.0 0.0
F 2.74672 -3.07515 0.52617 0.0 0.0 0.0
H -2.28176 0.03685 3.74596 0.0 0.0 0.0
H -1.93027 1.29850 2.55942 0.0 0.0 0.0
H -3.46024 0.39484 2.49682 0.0 0.0 0.0
H -0.66803 -0.81599 2.16786 0.0 0.0 0.0
H -2.18521 -1.70617 2.02568 0.0 0.0 0.0
H -3.13478 -0.70392 -1.12622 0.0 0.1 0.0
H -3.78298 -0.77297 0.49646 0.0 0.0 0.0
H -2.84094 1.73951 -0.99639 0.0 0.0 0.0
H -4.48074 1.33588 -0.48586 0.0 0.0 0.0
H -3.24798 1.74457 0.71001 0.0 0.0 0.0
H -1.81648 -2.58572 -0.04163 0.0 0.0 0.0
H -1.18359 -1.55965 -1.34344 0.0 0.0 0.0
H 0.30813 -2.49741 1.13126 0.0 0.0 0.0
H 0.67084 -2.73466 -0.56832 0.0 0.0 0.0
H 6.27086 -0.33319 0.08841 0.0 0.0 0.0
I 1.58457 -0.84942 -3.50195 0.0 0.0 0.0
C 0.00439 0.49374 -3.94911 0.0 0.0 0.0
I -0.26535 2.06786 -2.52320 0.0 -0.1 -0.1
H -0.90836 -0.08372 -4.02913 0.0 0.0 0.0
H 0.23590 0.95795 -4.90026 0.0 0.0 0.0
O -0.58489 3.93375 -0.61784 0.0 -0.1 0.0
C -0.62282 3.54953 0.55039 0.0 0.1 0.0
O -0.54364 2.34634 0.97528 0.0 0.0 0.0
H -0.74575 4.29558 1.35356 0.0 0.0 0.0